Density functional theory data (ωB97M-V/def2-TZVPD) for a molecular structure, C24H26AlN4Si in a non-equilibrium geometry.

```
! RIJCOSX wB97M-V def2-TZVPD def2/J DEFGRID3
* xyz 1 1
C 0.67 2.13 3.75
C 0.96 2.97 2.67
C -0.04 2.90 1.69
H 1.83 3.62 2.62
C -1.05 1.97 2.18
C -0.57 1.49 3.46
H -1.20 0.99 4.22
H 1.24 2.03 4.66
H -0.11 3.49 0.80
H -2.08 1.94 1.84
Al 0.02 0.16 1.86
C 0.56 -0.18 -0.21
H -0.50 0.38 -0.17
H 0.82 -1.18 0.25
H 1.39 0.43 -0.59
Si -0.19 -0.69 -1.92
C 1.48 -0.68 -2.93
C 2.29 0.46 -3.03
H 1.95 1.41 -2.64
C 3.48 0.45 -3.76
H 4.10 1.34 -3.85
C 3.89 -0.69 -4.47
H 4.84 -0.70 -5.05
C 3.06 -1.80 -4.43
H 3.32 -2.67 -5.03
C 1.87 -1.80 -3.67
H 1.20 -2.64 -3.76
C -1.33 0.42 -2.96
C -1.09 0.82 -4.29
H -0.30 0.37 -4.88
C -1.87 1.81 -4.91
H -1.68 2.11 -5.95
C -2.95 2.41 -4.25
H -3.58 3.19 -4.74
C -3.27 1.90 -2.98
H -4.18 2.30 -2.50
C -2.50 0.90 -2.38
H -2.86 0.48 -1.45
H -1.03 -1.73 -1.14
H -0.58 -2.24 -2.05
N 1.06 -2.26 4.74
C 2.29 -1.60 4.86
C 2.32 -0.64 3.88
N 1.14 -0.77 3.12
C 0.38 -1.69 3.73
C -0.98 -1.84 3.31
N -1.53 -1.05 2.38
C -2.91 -1.23 2.46
C -3.14 -2.35 3.21
N -1.92 -2.69 3.84
H 0.67 -2.94 5.38
H 3.00 -1.87 5.61
H 3.10 0.03 3.65
H -3.61 -0.81 1.77
H -4.05 -2.85 3.49
H -1.81 -3.34 4.57
*
```

Properties
**Energy above the lowest of the compared OMol25 structures with the same formula, charge and spin**: 41.2 kcal/mol
**Orbital gap (alpha / beta)**: 0.2982 / 0.1718 Eh
**LUMO (alpha / beta)**: -2.34 / -3.37 eV

***

Density functional theory data (ωB97M-V/def2-TZVPD) for a molecular structure, C24H26AsCl2O2PtSSe2.

```
! RIJCOSX wB97M-V def2-TZVPD def2/J DEFGRID3
* xyz -1 3
Pt 0.12 0.18 0.60
O 3.78 -0.79 5.37
C 4.14 -0.31 4.07
C 2.97 -0.46 3.09
C 2.73 -1.96 2.86
O 3.85 -2.59 2.24
C 3.44 0.25 1.81
Se 2.56 -0.29 0.14
C 1.74 0.23 3.69
Se -0.05 -0.27 3.04
H 4.58 -0.88 5.89
H 4.97 -0.89 3.67
H 4.43 0.74 4.12
H 1.84 -2.09 2.25
H 2.57 -2.44 3.82
H 3.80 -2.35 1.31
H 4.50 0.05 1.64
H 3.32 1.33 1.92
H 1.82 1.30 3.53
H 1.70 0.05 4.76
S -2.24 0.13 -0.09
C -2.86 1.74 0.22
C -4.23 1.92 0.48
C -4.76 3.18 0.72
C -3.94 4.30 0.71
C -2.58 4.14 0.45
C -2.05 2.88 0.20
As -0.19 2.53 -0.20
C -0.32 2.32 -2.14
C -1.22 3.09 -2.88
C -1.34 2.89 -4.24
C -0.56 1.94 -4.88
C 0.34 1.18 -4.15
C 0.46 1.37 -2.78
C 0.57 4.33 -0.09
C 0.67 4.92 1.17
C 1.21 6.18 1.32
C 1.68 6.87 0.20
C 1.61 6.28 -1.05
C 1.06 5.01 -1.20
H -4.87 1.04 0.49
H -5.82 3.28 0.92
H -4.35 5.28 0.90
H -1.94 5.02 0.43
H -1.84 3.82 -2.38
H -2.05 3.48 -4.81
H -0.66 1.78 -5.95
H 0.95 0.43 -4.64
H 1.16 0.77 -2.20
H 0.31 4.37 2.04
H 1.27 6.64 2.30
H 2.10 7.86 0.31
H 1.98 6.81 -1.92
H 1.02 4.55 -2.18
Cl -0.23 -2.79 -0.34
C -0.09 -4.49 0.08
Cl 1.58 -5.10 -0.10
H -0.72 -5.07 -0.58
H -0.37 -4.61 1.11
*
```

Properties
**Energy above the lowest of the compared OMol25 structures with the same formula, charge and spin**: 0.0 kcal/mol
**Orbital gap (alpha / beta)**: 0.2169 / 0.2269 Eh
**LUMO (alpha / beta)**: 2.62 / 2.01 eV

***

Density functional theory data (ωB97M-V/def2-TZVPD) for a molecular structure, C24H26AuN4Si in a non-equilibrium geometry.

```
! RIJCOSX wB97M-V def2-TZVPD def2/J DEFGRID3
* xyz 1 3
C 0.72 2.29 4.17
C 1.10 2.42 2.82
C -0.09 2.86 2.05
H 2.10 2.30 2.43
C -1.16 2.98 3.03
C -0.67 2.59 4.29
H -1.21 2.61 5.24
H 1.39 2.10 5.01
H -0.05 3.31 1.06
H -2.18 3.29 2.81
Au -0.17 0.71 1.48
C -0.08 -0.35 -0.49
H -1.13 -0.02 -0.70
H 0.10 -1.32 0.01
H 0.77 0.14 -0.95
Si -0.30 -1.00 -2.43
C 1.38 -0.91 -3.28
C 2.08 0.31 -3.30
H 1.61 1.23 -2.92
C 3.37 0.40 -3.86
H 3.91 1.36 -3.81
C 3.94 -0.70 -4.49
H 4.94 -0.62 -4.94
C 3.20 -1.89 -4.59
H 3.63 -2.74 -5.13
C 1.92 -1.98 -4.01
H 1.32 -2.89 -4.18
C -1.35 0.36 -3.27
C -1.11 0.90 -4.55
H -0.34 0.47 -5.21
C -1.89 1.96 -5.06
H -1.67 2.38 -6.05
C -2.96 2.47 -4.31
H -3.56 3.30 -4.69
C -3.30 1.86 -3.10
H -4.17 2.20 -2.53
C -2.53 0.78 -2.62
H -2.89 0.24 -1.73
H -0.53 -2.28 -1.50
H -0.97 -2.06 -3.26
N 0.97 -2.20 5.06
C 2.18 -1.66 5.46
C 2.44 -0.64 4.56
N 1.43 -0.56 3.64
C 0.52 -1.48 3.97
C -0.76 -1.73 3.34
N -1.33 -1.01 2.35
C -2.58 -1.56 2.13
C -2.76 -2.65 2.95
N -1.59 -2.75 3.70
H 0.47 -2.94 5.54
H 2.73 -2.02 6.31
H 3.29 0.04 4.54
H -3.27 -1.14 1.42
H -3.59 -3.31 3.07
H -1.39 -3.43 4.45
*
```

Properties
**Energy above the lowest of the compared OMol25 structures with the same formula, charge and spin**: 45.3 kcal/mol
**Orbital gap (alpha / beta)**: 0.2886 / 0.2152 Eh
**LUMO (alpha / beta)**: -2.41 / -4.92 eV

***

Density functional theory data (ωB97M-V/def2-TZVPD) for a molecular structure, C24H26BCl27N2O3 in a non-equilibrium geometry.

```
! RIJCOSX wB97M-V def2-TZVPD def2/J DEFGRID3
* xyz 0 1
C 3.99 -0.29 1.26
B 4.25 -1.19 -0.07
O 5.19 -2.30 0.06
N 3.61 -1.04 -1.43
C 2.22 -1.63 -1.48
O 1.98 -2.34 -2.47
O 1.39 -1.38 -0.38
C -0.02 -1.48 -0.68
C -0.84 -0.10 -0.52
C -1.71 0.36 -1.75
C -2.49 1.71 -1.67
C -2.38 2.57 -0.37
C -1.53 2.07 0.85
C -0.74 0.72 0.78
C 0.12 0.29 2.06
C 3.61 0.35 -1.92
C 4.88 0.85 -2.72
C 4.75 2.36 -3.13
C 3.53 3.26 -2.85
N 2.42 2.76 -2.12
C 2.51 1.42 -1.70
H 3.26 0.57 1.11
H 5.01 0.11 1.59
H 3.63 -0.97 2.13
H 6.07 -1.98 -0.25
H -0.49 -2.20 0.10
H -0.30 -1.90 -1.70
H -1.78 -0.23 -2.73
H -3.11 2.09 -2.55
H -2.90 3.59 -0.25
H -1.44 2.69 1.80
H 0.26 1.17 2.77
H -0.42 -0.55 2.63
H 1.15 -0.11 1.79
H 5.79 0.20 -2.93
H 5.63 2.82 -3.70
H 3.51 4.36 -3.18
H 1.61 1.04 -1.08
C 0.07 5.10 -2.51
Cl 0.69 6.45 -1.55
Cl -1.16 4.20 -1.60
Cl -0.60 5.68 -4.04
H 0.89 4.43 -2.73
C 0.27 -5.54 -1.07
Cl -1.05 -4.99 -2.11
Cl -0.12 -5.23 0.63
Cl 0.59 -7.26 -1.33
H 1.16 -4.98 -1.33
C 2.25 0.35 5.62
Cl 3.36 0.38 6.99
Cl 1.85 1.99 5.11
Cl 2.95 -0.57 4.27
H 1.34 -0.15 5.93
C -1.67 -1.39 6.52
Cl -2.35 -1.83 4.95
Cl -0.49 -2.60 7.05
Cl -0.92 0.21 6.45
H -2.47 -1.36 7.25
C -1.14 -5.24 -5.81
Cl -2.81 -5.19 -6.39
Cl -0.23 -6.51 -6.64
Cl -0.36 -3.67 -6.03
H -1.15 -5.47 -4.75
C -4.32 -0.58 10.19
Cl -3.80 -2.00 9.28
Cl -3.83 -0.71 11.88
Cl -3.67 0.91 9.47
H -5.41 -0.53 10.15
C 0.96 3.16 -6.50
Cl 2.02 3.26 -5.09
Cl 0.54 4.78 -7.08
Cl 1.72 2.22 -7.80
H 0.04 2.65 -6.21
C -5.58 -3.28 -8.38
Cl -5.63 -4.65 -7.25
Cl -4.36 -2.11 -7.88
Cl -5.28 -3.84 -10.03
H -6.55 -2.79 -8.36
C -3.29 3.75 7.12
Cl -2.19 3.79 8.50
Cl -3.69 5.39 6.58
Cl -2.59 2.82 5.79
H -4.22 3.26 7.43
*
```

Properties
**Orbital gap**: 0.3077 Eh
**LUMO**: -0.19 eV

***

Density functional theory data (ωB97M-V/def2-TZVPD) for a molecular structure, C24H26BF2N4O3ReSSi.

```
! RIJCOSX wB97M-V def2-TZVPD def2/J DEFGRID3
* xyz 1 2
Re 1.47 -0.77 -1.14
O 1.12 1.24 -1.90
C 0.51 1.54 -0.83
N -0.18 2.61 -0.48
C -0.76 2.43 0.87
C -0.18 1.02 1.23
O -0.34 0.43 2.26
N 0.54 0.58 0.13
C -0.24 3.51 1.80
C 1.04 3.42 2.33
C 1.55 4.44 3.11
C 0.79 5.57 3.37
C -0.49 5.67 2.85
C -1.01 4.64 2.06
C -2.28 2.29 0.82
C -2.96 2.08 2.02
C -4.34 1.92 2.01
C -5.04 1.97 0.82
C -4.37 2.18 -0.37
C -2.98 2.33 -0.37
H -0.24 3.46 -1.02
H 1.65 2.55 2.13
H 2.55 4.36 3.51
H 1.18 6.37 3.98
H -1.10 6.54 3.05
H -2.01 4.72 1.67
H -2.41 2.04 2.95
H -4.86 1.76 2.95
H -6.12 1.85 0.82
H -4.91 2.22 -1.31
H -2.47 2.49 -1.31
N 0.73 -5.78 3.78
C -0.09 -5.54 2.75
S -1.51 -6.31 2.49
C 0.37 -4.44 1.84
C 1.01 -3.31 2.32
C 1.39 -2.31 1.44
N 1.13 -2.39 0.12
C 0.48 -3.48 -0.35
C 0.11 -4.52 0.47
H 0.47 -6.51 4.43
H 1.66 -5.40 3.85
H 1.21 -3.16 3.37
H 1.89 -1.43 1.79
H 0.27 -3.50 -1.41
H -0.41 -5.37 0.06
C 1.67 -3.34 -4.90
Si 1.36 -1.63 -4.27
C -0.46 -1.25 -4.03
C 2.23 -0.31 -5.21
O 2.02 -1.59 -2.68
H 1.25 -3.44 -5.91
H 1.20 -4.11 -4.28
H 2.73 -3.55 -4.96
H -0.97 -1.21 -5.00
H -0.60 -0.28 -3.56
H -0.97 -2.01 -3.43
H 1.82 -0.24 -6.22
H 3.30 -0.51 -5.29
H 2.11 0.67 -4.74
F 3.95 0.71 -0.28
B 3.39 -0.49 -0.33
F 4.12 -1.50 0.14
*
```

Properties
**Energy above the lowest of the compared OMol25 structures with the same formula, charge and spin**: 4.2 kcal/mol
**Orbital gap (alpha / beta)**: 0.2496 / 0.2540 Eh
**LUMO (alpha / beta)**: -4.49 / -4.37 eV

***

Density functional theory data (ωB97M-V/def2-TZVPD) for a molecular structure, C24H26BeN4Si in a non-equilibrium geometry.

```
! RIJCOSX wB97M-V def2-TZVPD def2/J DEFGRID3
* xyz 0 1
C -1.02 -0.99 4.44
C -1.90 -1.35 3.38
C -1.17 -2.15 2.45
H -2.95 -1.05 3.28
C 0.16 -2.27 2.94
C 0.25 -1.56 4.17
H 1.14 -1.47 4.79
H -1.28 -0.39 5.30
H -1.56 -2.57 1.53
H 0.96 -2.82 2.46
Be 0.91 1.30 0.64
C -0.75 -0.35 -0.30
H -0.99 -1.41 -0.41
H -1.70 0.18 -0.33
H -0.37 -0.23 0.71
Si 0.30 0.43 -1.61
C -0.87 1.41 -2.68
C -2.16 0.90 -2.83
H -2.39 -0.10 -2.46
C -3.13 1.64 -3.50
H -4.15 1.24 -3.54
C -2.79 2.85 -4.09
H -3.56 3.41 -4.63
C -1.48 3.32 -4.01
H -1.21 4.23 -4.53
C -0.51 2.61 -3.29
H 0.51 2.97 -3.24
C 0.53 -1.23 -2.59
C -0.03 -1.36 -3.86
H -0.40 -0.47 -4.39
C -0.08 -2.61 -4.48
H -0.56 -2.69 -5.44
C 0.48 -3.73 -3.85
H 0.43 -4.70 -4.33
C 1.13 -3.57 -2.63
H 1.63 -4.41 -2.17
C 1.17 -2.32 -2.00
H 1.71 -2.20 -1.05
H 0.77 1.78 -0.72
H 1.81 0.54 -1.83
N 0.38 2.12 4.10
C -0.94 2.50 3.84
C -1.15 2.28 2.52
N 0.03 1.85 1.92
C 0.92 1.70 2.92
C 2.14 1.05 2.56
N 2.20 0.57 1.30
C 3.32 -0.25 1.21
C 3.98 -0.18 2.39
N 3.21 0.60 3.25
H 0.88 2.20 4.99
H -1.60 2.84 4.61
H -2.04 2.44 1.93
H 3.43 -0.83 0.31
H 4.93 -0.59 2.67
H 3.47 0.91 4.18
*
```

Properties
**Energy above the lowest of the compared OMol25 structures with the same formula, charge and spin**: 20.4 kcal/mol
**Orbital gap**: 0.1604 Eh
**LUMO**: -1.35 eV

***

Density functional theory data (ωB97M-V/def2-TZVPD) for a molecular structure, C24H26Br2N8RuS2 in a non-equilibrium geometry.

```
! RIJCOSX wB97M-V def2-TZVPD def2/J DEFGRID3
* xyz 1 6
Ru 0.49 1.06 0.29
C 1.67 5.41 -3.44
C 1.39 5.79 -1.97
N 0.30 5.17 -1.17
C 0.56 3.84 -0.81
S -0.85 2.84 -0.36
N 1.81 3.51 -0.92
N 1.99 2.21 -0.57
C 3.03 1.60 -1.01
C 4.06 2.25 -1.87
C 3.19 0.23 -0.59
C 4.38 -0.43 -0.57
C 4.34 -1.70 -0.06
C 3.11 -2.37 0.28
C 1.99 -1.60 0.30
N 2.00 -0.35 -0.11
H 2.55 6.03 -3.61
H 0.89 5.83 -4.00
H 1.83 4.31 -3.47
H 1.32 6.89 -1.79
H 2.28 5.59 -1.40
H -0.63 5.25 -1.61
H 3.78 2.26 -2.90
H 5.00 1.76 -1.76
H 4.02 3.36 -1.78
H 5.36 0.10 -0.72
H 5.24 -2.29 0.14
H 3.22 -3.37 0.51
H 0.98 -1.94 0.48
S 0.77 0.89 2.62
C -0.08 -0.63 2.67
N 0.16 -1.31 3.82
N -0.49 -2.52 3.96
C -1.90 -2.59 3.98
C -2.60 -1.41 4.13
C -4.03 -1.50 4.18
C -4.59 -2.74 4.04
C -3.86 -3.90 3.78
C -2.52 -3.78 3.69
N -0.95 -1.07 1.73
N -0.99 -0.39 0.64
C -2.03 -0.69 -0.26
C -2.13 0.11 -1.44
C -3.24 0.04 -2.26
C -4.16 -0.92 -1.92
C -4.04 -1.82 -0.84
C -2.94 -1.76 0.03
H -0.02 -3.15 4.58
H -2.11 -0.47 4.42
H -4.63 -0.57 4.34
H -5.65 -2.92 4.03
H -4.34 -4.80 3.52
H -2.02 -4.73 3.34
H -1.29 0.88 -1.63
H -3.52 0.72 -3.05
H -5.09 -0.98 -2.48
H -4.62 -2.73 -0.61
H -2.81 -2.43 0.83
Br 1.97 -1.36 -3.95
C 1.34 -2.98 -3.11
Br -0.13 -2.71 -1.96
H 2.16 -3.35 -2.48
H 1.07 -3.73 -3.82
*
```

Properties
**Energy above the lowest of the compared OMol25 structures with the same formula, charge and spin**: 40.8 kcal/mol
**Orbital gap (alpha / beta)**: 0.2176 / 0.2168 Eh
**LUMO (alpha / beta)**: -3.75 / -5.33 eV

***

Density functional theory data (ωB97M-V/def2-TZVPD) for a molecular structure, C24H26MnN4S2Si in a non-equilibrium geometry.

```
! RIJCOSX wB97M-V def2-TZVPD def2/J DEFGRID3
* xyz 1 5
C 1.14 2.34 2.10
C 0.17 2.57 1.08
C -1.13 2.42 1.65
H 0.38 2.85 0.04
C -0.97 2.12 3.05
C 0.44 2.07 3.33
H 0.88 1.92 4.32
H 2.22 2.47 1.99
H -2.07 2.60 1.13
H -1.77 2.03 3.80
Mn -0.06 0.60 1.90
C -1.39 -2.93 -3.28
H -2.12 -2.97 -2.47
H -1.73 -2.26 -4.07
H -0.40 -2.66 -2.94
Si -0.09 -0.36 -0.85
C 1.67 -0.26 -1.40
C 2.46 0.91 -1.37
H 2.08 1.83 -0.91
C 3.71 0.90 -1.99
H 4.32 1.82 -2.00
C 4.19 -0.27 -2.60
H 5.17 -0.27 -3.09
C 3.44 -1.45 -2.55
H 3.82 -2.37 -3.01
C 2.20 -1.46 -1.91
H 1.61 -2.38 -1.83
C -1.23 0.80 -1.70
C -0.83 1.39 -2.92
H 0.15 1.13 -3.35
C -1.67 2.29 -3.56
H -1.36 2.74 -4.51
C -2.91 2.62 -3.00
H -3.57 3.34 -3.51
C -3.32 2.03 -1.79
H -4.29 2.30 -1.36
C -2.49 1.11 -1.15
H -2.82 0.64 -0.21
H -0.62 -1.75 -0.83
H -1.31 -3.94 -3.71
N -3.52 0.22 2.02
C -2.70 -0.86 2.14
N -1.37 -0.79 2.27
C -0.80 -2.09 2.29
C -1.70 -3.09 1.99
S -3.30 -2.46 1.82
C 0.60 -2.09 2.44
C 1.53 -3.11 2.40
S 3.12 -2.50 2.69
C 2.48 -0.87 2.77
N 1.17 -0.80 2.52
N 3.30 0.14 3.05
H -4.50 -0.02 2.01
H -3.28 1.09 2.50
H -1.40 -4.12 1.87
H 1.25 -4.14 2.24
H 4.26 -0.12 3.27
H 2.98 1.09 3.21
*
```

Properties
**Energy above the lowest of the compared OMol25 structures with the same formula, charge and spin**: 38.1 kcal/mol
**Orbital gap (alpha / beta)**: 0.2115 / 0.2444 Eh
**LUMO (alpha / beta)**: -2.75 / -3.86 eV